(1)
This record from OMol25 describes a 2-piece molecular cluster, C3H10N5 overall in a non-equilibrium geometry. The level of theory is ωB97M-V/def2-TZVPD.

Positions of all 18 atoms, in Å:
C  0.743814  0.658576  0.984616
C  1.282345  0.835013  -0.525283
C  -2.669723  1.094848  -1.045178
N  -3.019299  -1.031458  -0.072589
N  -2.956369  0.101004  -0.525300
N  -0.490555  0.139936  0.673385
N  -0.805409  -1.027537  0.975137
N  1.450674  -0.494680  -1.078992
H  1.483364  0.025615  1.539651
H  0.705457  1.686552  1.241697
H  0.431862  1.227036  -1.158025
H  2.217859  1.473797  -0.522197
H  -2.582437  2.156171  -1.329654
H  -3.835025  -1.561210  -0.281622
H  -0.171046  -1.689482  1.525272
H  -2.170542  -1.301169  0.546664
H  1.077761  -1.256843  -0.544148
H  1.971703  -0.657189  -1.915434

Cartesian forces (eV/Å) of the 3 atoms listed first:
C 3.113 -0.024 -2.300
C -0.195 -0.665 -0.728
C -0.734 0.148 0.438

Calculated values
DFT total energy, eV: -10711.4848
Energy relative to the best compared isomer or geometry (same formula, charge and spin), kcal per mole: 136.9
Total charge: +1

---

(2)
This record from OMol25 describes one molecule with the formula C10H13N3O in a non-equilibrium geometry. The level of theory is ωB97M-V/def2-TZVPD.

Positions of all 27 atoms, in Å:
C  -0.755183  -1.269488  1.727509
O  -1.283644  -1.234339  0.419512
C  -0.779041  -0.155058  -0.451129
C  -1.389132  -0.485136  -1.850907
C  0.691326  -0.099495  -0.305710
C  1.536385  -1.163136  -0.467708
C  2.868910  -1.155000  -0.085106
C  3.432057  0.037900  0.371410
C  2.639524  1.158971  0.358512
C  1.264981  1.083958  0.077886
N  0.555144  2.188455  0.437467
N  -0.681076  2.274550  0.399322
N  -1.362766  1.173262  -0.004643
C  -2.830081  1.314524  -0.140469
H  -0.040847  -0.573650  1.966085
H  -0.300735  -2.244628  1.711588
H  -1.518483  -1.246648  2.503131
H  -2.296725  -0.985483  -1.814104
H  -0.614125  -1.025453  -2.436162
H  -1.632477  0.367390  -2.408588
H  1.021233  -2.101809  -0.532785
H  3.506696  -2.055813  -0.272514
H  4.522596  0.122594  0.527822
H  3.017103  2.078919  0.770578
H  -2.942396  1.259613  -1.304066
H  -3.304889  0.546174  0.534950
H  -3.324356  2.188836  0.268108

Cartesian forces (eV/Å) of the 3 atoms listed first:
C -1.444 -2.427 -0.400
O -0.249 1.745 -1.278
C -2.570 0.040 0.613

Calculated values
DFT total energy, eV: -17095.3539
SMILES: CO[C@]1(C)c2ccccc2N=NN1C
Energy relative to the best compared isomer or geometry (same formula, charge and spin), kcal per mole: 32.6
Total charge: 0

---

(3)
This record from OMol25 describes C23H42BN3O5PtS2 as an isolated structure in a non-equilibrium geometry. The level of theory is ωB97M-V/def2-TZVPD.

Positions of all 77 atoms, in Å:
Pt  -10.615490  8.442481  -3.072754
B  -10.766148  9.549651  -0.927381
H  -10.557332  10.015076  0.147126
H  -11.443276  10.142902  -1.708870
H  -9.704349  9.279636  -1.432038
H  -11.262770  8.517296  -0.569617
C  -8.272971  11.186748  -4.230650
C  -8.507604  9.860077  -4.971502
C  -7.246073  9.435454  -5.724489
O  -9.002150  8.870459  -4.129169
H  -7.206739  11.349233  -4.036780
H  -8.804756  11.255467  -3.284538
H  -8.477821  12.012928  -4.919180
H  -9.273603  9.998809  -5.752759
H  -7.530253  8.701852  -6.480124
H  -6.550314  8.926738  -5.055567
H  -6.824890  10.334889  -6.169703
C  -12.534171  4.188479  -1.686310
C  -12.458127  5.049846  -0.414847
C  -13.510417  6.124796  -0.569289
S  -13.532832  6.649166  -2.275547
O  -12.524297  7.655197  -2.502960
O  -14.887775  6.842798  -2.709562
C  -13.004178  4.998368  -2.887471
H  -13.185065  3.337932  -1.474029
H  -11.603575  3.676960  -1.940902
H  -11.462266  5.474004  -0.268168
H  -12.634799  4.479482  0.495732
H  -13.423431  6.965886  0.118325
H  -14.520490  5.731761  -0.427512
H  -12.408746  5.100185  -3.791409
H  -13.973121  4.630434  -3.228488
C  -12.916621  13.584036  -4.140789
C  -13.977723  12.912024  -3.276694
C  -13.880349  11.397391  -3.430452
S  -12.551029  11.075956  -4.586798
O  -13.066308  11.075398  -5.927772
O  -11.750528  9.938728  -4.177971
C  -11.718609  12.658004  -4.314769
H  -12.621742  14.590050  -3.843635
H  -13.311059  13.778738  -5.144564
H  -14.986069  13.250080  -3.540755
H  -14.007796  13.256707  -2.241949
H  -14.744684  10.775568  -3.656283
H  -13.551252  10.983970  -2.469741
H  -11.116472  12.781311  -5.211749
H  -11.119099  12.661794  -3.402595
N  -13.871876  9.538193  1.731602
C  -13.966836  9.750076  0.377212
C  -15.131002  9.193292  -0.057747
C  -15.834003  8.691385  1.078738
C  -15.045675  8.963636  2.159760
H  -13.116598  9.875966  2.301868
H  -13.220814  10.304167  -0.166484
H  -15.536528  9.244330  -1.056100
H  -16.811048  8.247183  1.166928
H  -15.155248  8.762302  3.213301
N  -10.344886  12.820239  -0.908181
C  -11.571603  13.328726  -0.596917
C  -11.532318  14.688898  -0.798527
C  -10.282630  14.983583  -1.400238
C  -9.561037  13.811636  -1.424964
H  -10.105138  11.840537  -0.862633
H  -12.351493  12.710892  -0.183270
H  -12.341789  15.362742  -0.569268
H  -9.858613  15.904279  -1.767210
H  -8.546045  13.628297  -1.734460
N  -9.438655  9.531494  2.538177
C  -9.935084  8.791986  3.567347
C  -9.240244  9.070298  4.710173
C  -8.405778  10.180306  4.380223
C  -8.476793  10.383101  3.030415
H  -9.809074  9.538240  1.599654
H  -10.725034  8.082311  3.372726
H  -9.337004  8.698569  5.715376
H  -7.900430  10.831957  5.075401
H  -7.958279  11.044444  2.358122

Cartesian forces (eV/Å) of the 3 atoms listed first:
Pt 2.076 0.383 -0.930
B -0.360 -0.910 0.490
H 0.209 0.908 0.027

Calculated values
DFT total energy, eV: -64826.6439
⟨S²⟩: 2.0068
2S+1: 3
Total charge: 0

---

(4)
This record from OMol25 describes a 6-piece molecular cluster, C24H50N7O5 overall. The level of theory is ωB97M-V/def2-TZVPD.

Positions of all 86 atoms, in Å:
N  -2.525419  -2.881017  -0.047310
C  -2.772107  -2.443969  -1.432071
C  -1.676937  -2.795545  -2.445158
C  -0.699508  -1.649508  -2.799127
C  0.746873  -1.809153  -2.230424
C  0.973643  -0.860779  -1.106881
C  0.675430  -1.180701  0.208547
C  0.870606  -0.240347  1.203363
C  1.338734  1.016513  0.876960
C  1.631773  1.302933  -0.431251
N  1.450862  0.366385  -1.385188
H  -2.301452  -2.117124  0.571380
H  -1.785768  -3.568000  -0.022908
H  -3.675549  -2.942918  -1.772430
H  -2.979916  -1.377675  -1.433452
H  -2.195575  -3.038562  -3.365434
H  -1.115068  -3.666107  -2.121056
H  -1.121910  -0.729499  -2.401482
H  -0.629265  -1.520780  -3.872941
H  0.925706  -2.819556  -1.883465
H  1.464788  -1.614307  -3.023636
H  0.299934  -2.151212  0.468103
H  0.658534  -0.516817  2.222995
H  1.494487  1.781366  1.617690
H  1.994678  2.262954  -0.743375
H  1.673860  0.566293  -2.349895
C  -1.219661  -0.288645  -6.853138
O  -1.723622  -1.237246  -6.279579
N  0.024837  -0.277990  -7.364598
C  0.567680  0.878975  -8.053517
C  0.841399  -1.473345  -7.232739
H  -1.764295  0.656059  -7.017168
H  0.826020  0.619013  -9.080891
H  1.464776  1.236319  -7.543890
H  -0.168456  1.679258  -8.070532
H  0.349098  -2.320119  -7.710138
H  0.984764  -1.717916  -6.178486
H  1.807890  -1.305891  -7.700165
C  3.224878  5.066263  0.313209
O  3.046076  3.891066  0.004752
N  2.273176  5.909925  0.710533
C  2.563822  7.295715  1.039541
C  0.907419  5.435448  0.836745
H  4.222881  5.524777  0.273589
H  2.300164  7.490121  2.079441
H  1.991476  7.960917  0.391625
H  3.623344  7.495520  0.901850
H  0.866848  4.632045  1.572221
H  0.545900  5.053097  -0.119658
H  0.270884  6.251751  1.163917
C  5.223476  -2.985507  3.840010
O  6.081294  -3.788261  4.126574
N  4.985664  -2.537507  2.584596
C  3.946043  -1.578215  2.295989
C  5.810842  -3.045494  1.500130
H  4.548707  -2.542844  4.594457
H  3.225314  -2.009709  1.594132
H  4.379592  -0.677765  1.851043
H  3.425432  -1.301116  3.211620
H  5.713851  -4.129077  1.430607
H  6.858994  -2.810866  1.684379
H  5.498162  -2.591605  0.562504
C  -6.504580  -5.917512  1.531859
O  -5.394931  -6.375624  1.719880
N  -6.757088  -4.619751  1.270175
C  -8.099645  -4.119933  1.050795
C  -5.630495  -3.704006  1.209282
H  -7.414193  -6.541021  1.559504
H  -8.181507  -3.678985  0.055071
H  -8.347315  -3.360276  1.795138
H  -8.816064  -4.934177  1.131704
H  -4.930581  -4.019606  0.437758
H  -5.101147  -3.705457  2.163026
H  -5.984749  -2.699042  0.990666
C  1.238653  4.037472  4.343030
O  1.902919  5.032925  4.133639
N  0.191319  3.976522  5.182445
C  -0.558558  2.755250  5.400577
C  -0.193854  5.183603  5.900420
H  1.456423  3.068963  3.852729
H  -1.604476  2.898839  5.122951
H  -0.508911  2.463285  6.450583
H  -0.141261  1.951922  4.795529
H  -0.452773  5.972337  5.194217
H  0.635741  5.534561  6.513237
H  -1.049032  4.969690  6.535268

Cartesian forces (eV/Å) of the 3 atoms listed first:
N 0.178 0.257 -0.307
C 0.053 -0.570 0.344
C -0.027 0.887 -0.324

Calculated values
DFT total energy, eV: -46361.2833
Total charge: +1

---

(5)
This record from OMol25 describes C13H17AsMnNO10S as an isolated structure. The level of theory is ωB97M-V/def2-TZVPD.

Positions of all 44 atoms, in Å:
Mn  1.093106  -0.135517  -0.609944
O  1.371727  1.967985  2.964934
As  1.230378  0.546418  1.911467
O  -0.155869  0.619217  0.991980
O  2.468875  0.559446  0.803375
C  1.237065  -0.825364  3.260923
C  1.057419  -0.424010  4.583237
C  1.010089  -1.362445  5.601563
C  1.141873  -2.709808  5.301254
C  1.321297  -3.113278  3.988553
C  1.373187  -2.179888  2.959298
S  1.696395  -2.843077  1.312242
O  0.999871  -1.919363  0.399560
O  1.078160  -4.149346  1.324122
O  3.132348  -2.822191  1.189859
H  1.725998  2.676747  2.414429
H  0.958342  0.627976  4.810582
H  0.868333  -1.039051  6.625354
H  1.101985  -3.450770  6.090519
H  1.413592  -4.159728  3.731924
C  1.057677  -2.186093  -3.946061
C  1.070553  -1.337557  -2.699919
O  -0.025269  -0.966127  -2.181083
O  2.154196  -0.983133  -2.177105
H  0.233599  -2.895407  -3.901614
H  2.005921  -2.706737  -4.054550
H  0.909448  -1.540817  -4.814821
O  0.275629  3.481939  -2.667105
C  0.084256  2.263203  -2.172672
O  0.954374  1.713408  -1.537170
C  -1.279387  1.665649  -2.489609
N  -2.100741  2.671689  -3.203949
C  -3.194347  3.043015  -2.287163
C  -3.469117  1.783754  -1.473403
C  -2.060871  1.239615  -1.226471
H  -1.084892  0.799694  -3.121334
H  -2.487555  2.254305  -4.039218
H  -0.571044  3.675728  -3.138392
H  -4.047124  3.420997  -2.851357
H  -2.843294  3.844782  -1.631045
H  -4.062209  1.083163  -2.068567
H  -4.008427  1.981687  -0.547025
H  -2.017627  0.161647  -1.097284
H  -1.617921  1.667645  -0.328314

Cartesian forces (eV/Å) of the 3 atoms listed first:
Mn 0.004 -0.012 -0.018
O 0.009 0.023 0.019
As 0.008 0.028 -0.082

Calculated values
DFT total energy, eV: -138720.1776
⟨S²⟩: 0.8775
Energy relative to the best compared isomer or geometry (same formula, charge and spin), kcal per mole: 2.5
2S+1: 2
Total charge: -1